A 2-piece molecular cluster, C3H9N2O overall, computed with the ωB97M-V functional and the def2-TZVPD basis.

Geometry (Å):
C  -1.0385  -0.6407  0.1140
C  -2.0369  -0.1811  -0.6452
N  -2.9894  -0.8805  -1.2932
N  -0.1186  0.3294  0.7349
H  -0.7345  -1.6632  0.2541
H  -2.1569  0.8962  -0.7186
H  -3.5975  -0.3583  -1.9019
H  -2.8494  -1.8516  -1.5203
H  0.8681  0.2251  0.4466
H  -0.1041  0.2319  1.7536
H  -0.3857  1.2974  0.5576
O  2.6316  0.6155  0.8365
C  3.8053  0.6488  0.5508
H  4.2988  1.5974  0.3076
H  4.4077  -0.2665  0.5235

Properties
Energy above the lowest of the compared OMol25 structures with the same formula, charge and spin = 187.8 kJ/mol
Total energy = -8277.1275 eV
Molar mass = 89.12 g/mol
Total charge = +1